(1)
Density functional theory data (ωB97M-V with the def2-TZVPD basis set) for a single C3H4O2S molecule.

maximum force	4.57	eV Å⁻¹
orbital gap	8.61	eV
highest occupied orbital energy	-0.3661	Eh

The geometry in ORCA input format:
```
! wB97M-V def2-TZVPD RIJCOSX def2/J DEFGRID3
* xyz 0 1
C -1.9928 0.8119 -0.5087
C -0.6333 1.0253 -0.8834
C 0.5554 0.0473 -0.0902
O -2.9382 1.4862 -0.9150
O 1.2455 2.4915 -1.7004
S -0.2162 2.3977 -1.6307
H -2.0932 0.0756 0.2447
H 0.5091 -0.9204 -0.6698
H 0.1154 -0.0270 0.9625
H 1.4183 0.6829 -0.1973
*
```



(2)
Density functional theory data (ωB97M-V with the def2-TZVPD basis set) for 5 unconnected molecules or ions with the total composition C25H39BrF4NO16PSSi.

maximum force	1.11	eV Å⁻¹
orbital gap	9.74	eV
highest occupied orbital energy	-0.3501	Eh

The geometry in ORCA input format:
```
! wB97M-V def2-TZVPD RIJCOSX def2/J DEFGRID3
* xyz 0 1
C -3.1792 -2.9098 3.6551
C -2.2148 -1.8758 4.2642
Br -3.2651 -0.5403 5.2362
C -1.4098 -1.1939 3.1430
C -0.0704 -0.5098 3.4673
C 0.2837 0.5059 2.3841
C 0.3769 -0.0532 0.9638
O 1.7427 -0.2321 0.5997
Si 2.3324 0.5928 -0.7276
C 1.2566 0.3924 -2.2392
C 4.0090 -0.1595 -1.1024
C 2.5473 2.4370 -0.4401
O -0.2782 0.2813 4.6876
C 0.1282 -0.4135 5.7553
O 0.0543 -0.0585 6.8964
O 0.6690 -1.6087 5.3598
C 1.0894 -1.3923 3.9992
C 2.4149 -0.5799 4.0549
C 3.3774 -1.0922 5.1336
N 4.7190 -0.5541 4.8832
P 1.5466 -2.9902 3.1626
S 0.4857 -3.6749 1.6855
H -2.7919 -3.9205 3.7849
H -4.1490 -2.8754 4.1527
H -3.3617 -2.6991 2.6012
H -1.5700 -2.3785 4.9782
H -2.0512 -0.4126 2.7222
H -1.2761 -1.9374 2.3596
H -0.4971 1.2720 2.4246
H 1.2116 1.0202 2.6232
H -0.1537 0.6165 0.2768
H -0.1003 -1.0305 0.8772
H 0.9697 -0.6438 -2.4297
H 1.8405 0.7513 -3.0899
H 0.3697 1.0285 -2.1904
H 4.1827 0.0102 -2.1687
H 4.7779 0.3758 -0.5424
H 4.0351 -1.2242 -0.9042
H 2.4955 2.7501 0.6030
H 1.7979 2.9798 -1.0237
H 3.5184 2.7202 -0.8565
H 2.2137 0.4782 4.2203
H 2.9409 -0.6368 3.0977
H 3.4025 -2.1856 5.1443
H 2.9953 -0.7910 6.1147
H 5.4054 -1.1481 5.3324
H 4.8127 0.3503 5.3306
H 1.6382 -3.8671 4.2547
H 2.8767 -2.7804 2.7942
O -4.2880 4.9242 2.3803
C -3.5111 4.4490 3.1331
O -3.8258 3.6545 4.1824
C -2.6115 3.1569 4.7552
C -1.6042 4.1893 4.2983
F -0.3804 3.6522 4.0657
O -2.1587 4.6303 3.0740
H -2.3847 2.1757 4.3410
H -2.6999 3.0779 5.8349
H -1.4886 5.0440 4.9668
O 5.1569 -3.1168 -3.0378
C 4.7320 -3.8697 -2.2334
O 3.6454 -3.6483 -1.4532
C 3.3668 -4.8441 -0.7183
C 4.7109 -5.5379 -0.7265
F 4.5966 -6.8882 -0.7557
O 5.2758 -5.0879 -1.9416
H 2.6175 -5.4333 -1.2484
H 2.9987 -4.5995 0.2746
H 5.3708 -5.2626 0.0983
O 0.9146 3.0242 -3.9119
C 0.1063 2.8863 -4.7647
O 0.2625 3.2666 -6.0538
C -0.8582 2.7887 -6.8052
C -1.9078 2.6162 -5.7284
F -2.7391 1.5838 -5.9818
O -1.1191 2.3215 -4.5865
H -0.6098 1.8292 -7.2609
H -1.1357 3.5030 -7.5743
H -2.5068 3.5064 -5.5331
O -4.9753 3.1793 -7.1655
C -5.4369 2.3179 -7.8306
O -6.7311 2.2447 -8.2189
C -6.8700 1.1519 -9.1309
C -5.6770 0.2909 -8.7714
F -5.1655 -0.3578 -9.8441
O -4.7430 1.2484 -8.3121
H -6.7873 1.5177 -10.1552
H -7.8268 0.6579 -8.9914
H -5.8616 -0.4352 -7.9781
*
```



(3)
Density functional theory data (ωB97M-V with the def2-TZVPD basis set) for 2 unconnected molecules or ions with the total composition C35H39FNO9P.

maximum force	1.50	eV Å⁻¹
orbital gap	2.45	eV
highest occupied orbital energy	0.0321	Eh

The geometry in ORCA input format:
```
! wB97M-V def2-TZVPD RIJCOSX def2/J DEFGRID3
* xyz -2 1
C 3.0062 2.7641 0.1399
C 1.5300 2.5064 -0.1543
F 0.7643 3.3059 0.6738
C 1.1385 1.0511 -0.0004
C 0.4847 0.6863 1.1653
C 0.0811 -0.6291 1.3484
C 0.3572 -1.5887 0.3706
C 1.0252 -1.2224 -0.8139
C 1.2146 -2.2652 -1.8684
C 2.2691 -3.1731 -1.8774
C 2.3314 -4.1246 -2.8820
C 1.3657 -4.1999 -3.8755
C 0.3089 -3.3003 -3.8717
C 0.2505 -2.3402 -2.8673
C 1.4233 0.1072 -1.0058
C 2.1173 0.5730 -2.2767
C 3.4758 -0.0987 -2.5968
C 3.6019 -0.3218 -4.0758
O 2.9668 -1.1551 -4.6554
N 4.4852 0.5015 -4.8102
C 4.6542 1.8435 -4.3086
C 5.8264 2.1635 -3.6246
C 6.0346 3.4502 -3.1383
C 5.0848 4.4486 -3.3304
C 3.9103 4.1234 -4.0059
C 3.6989 2.8354 -4.4914
C -0.0974 -2.9878 0.6435
O 0.5556 -3.9577 0.3378
C -1.3846 -3.0415 1.3624
P -2.5464 -4.3242 0.9725
O -2.0050 -5.4971 0.2802
O -3.6952 -3.6017 0.0924
O -3.2958 -4.7758 2.3230
C -1.6506 -2.0631 2.2860
O -2.8226 -2.0690 2.9256
C -3.3731 -0.7446 3.1829
C -3.5441 0.0875 1.8997
C -2.7832 1.4133 2.0966
C -5.0427 0.3688 1.6482
C -5.1986 1.4423 0.5582
C -5.7274 -0.8976 1.1170
C -0.6642 -1.0105 2.5465
O -0.5060 -0.5002 3.6471
H 3.3742 3.5998 -0.4478
H 3.1001 2.9884 1.1973
H 3.5785 1.8714 -0.0940
H 1.3075 2.8303 -1.1705
H 0.2580 1.4157 1.9230
H 3.0047 -3.1506 -1.0903
H 3.1317 -4.8513 -2.8835
H 1.3928 -4.9543 -4.6468
H -0.4643 -3.3533 -4.6200
H -0.5778 -1.6444 -2.8496
H 2.2903 1.6386 -2.2258
H 1.4312 0.4197 -3.1103
H 4.2773 0.5580 -2.2620
H 3.5675 -1.0275 -2.0548
H 4.1018 0.5464 -5.7483
H 6.5636 1.3883 -3.4837
H 6.9505 3.6852 -2.6143
H 5.2497 5.4491 -2.9684
H 3.1781 4.9025 -4.1545
H 2.7764 2.6244 -5.0166
H -3.3950 -2.7235 -0.1667
H -4.2035 -4.4469 2.2875
H -4.3445 -0.9271 3.6345
H -2.7759 -0.2348 3.9413
H -3.1942 -0.4220 0.9993
H -1.9850 1.2889 2.8212
H -3.4242 2.1696 2.5306
H -2.3169 1.7726 1.1788
H -5.5193 0.7080 2.5656
H -4.4189 1.3218 -0.1921
H -5.0969 2.4480 0.9511
H -6.1591 1.3678 0.0493
H -5.1806 -1.2680 0.2519
H -5.8125 -1.6788 1.8672
H -6.7131 -0.6249 0.7428
O -0.8504 1.7648 8.3097
C -1.7764 1.2864 7.4957
C -1.6132 1.8466 5.9533
O -2.5637 1.3894 5.1390
H -2.8365 1.5435 7.7503
H -1.7921 0.1780 7.3526
H -0.5714 1.5670 5.6936
H -1.5743 2.9551 6.0775
*
```



(4)
Density functional theory data (ωB97M-V with the def2-TZVPD basis set) for a molecular structure, C8H14NO.

maximum force	4.07	eV Å⁻¹
orbital gap	9.07	eV
highest occupied orbital energy	-0.4926	Eh

The geometry in ORCA input format:
```
! wB97M-V def2-TZVPD RIJCOSX def2/J DEFGRID3
* xyz 1 1
C 0.7662 0.6457 -0.0356
C 1.8023 0.3416 0.6237
C 1.7122 0.7221 -1.2444
C -0.5893 1.0376 0.3721
C 3.0984 -0.2399 0.7249
C 3.1700 0.0518 -0.7679
C -1.6961 0.0148 0.0814
C -3.0356 0.4144 0.6066
N -1.6697 -0.2340 -1.3808
O -1.2176 -1.2332 0.7562
H 1.2136 0.1851 -2.0268
H 1.8607 1.7808 -1.6668
H -0.4962 1.1151 1.5165
H -0.8623 1.9607 0.0348
H 3.6332 0.3006 1.4954
H 3.0081 -1.2437 1.1098
H 3.2460 -0.9077 -1.3233
H 4.0013 0.8071 -1.0044
H -3.2725 -0.1262 1.5076
H -3.7447 0.2213 -0.2267
H -2.8699 1.4867 0.8454
H -2.1494 0.5549 -1.8158
H -2.1314 -1.1324 -1.4133
H -1.9237 -1.8428 0.5523
*
```



(5)
Density functional theory data (ωB97M-V with the def2-TZVPD basis set) for 2 unconnected molecules or ions with the total composition C5H6.

maximum force	9.55	eV Å⁻¹
orbital gap (alpha / beta)	6.37 / 7.47	eV
highest occupied orbital energy (alpha / beta)	-0.1925 / -0.3540	Eh

The geometry in ORCA input format:
```
! wB97M-V def2-TZVPD RIJCOSX def2/J DEFGRID3
* xyz 0 3
C 2.3814 -0.7434 -0.0375
C 1.2516 -0.0789 0.1644
C -2.7921 0.4372 -0.2102
C -1.8865 -0.1224 -0.7792
C 0.1980 0.5105 0.7061
H 2.6875 -1.1216 -0.9993
H -3.5101 0.8509 0.4929
H 3.3143 -0.7887 0.3275
H -1.1352 -0.5295 -1.5296
H 0.0209 1.6092 0.4910
H -0.5297 -0.0234 1.3738
*
```



(6)
Density functional theory data (ωB97M-V with the def2-TZVPD basis set) for 5 unconnected molecules or ions with the total composition H10O5.

maximum force	0.64	eV Å⁻¹
orbital gap	11.92	eV
highest occupied orbital energy	-0.4112	Eh

The geometry in ORCA input format:
```
! wB97M-V def2-TZVPD RIJCOSX def2/J DEFGRID3
* xyz 0 1
O 0.4028 2.2575 -0.3796
H 1.1376 2.0825 0.2251
H 0.8139 2.0164 -1.2243
O 2.4976 0.0438 -0.1703
H 3.0112 -0.6462 -0.6109
H 1.9261 -0.4836 0.4210
O 0.9827 -2.3711 0.3565
H 0.7745 -2.9784 1.0769
H 0.1056 -1.9439 0.2229
O -1.4392 -1.0778 0.2990
H -2.2114 -1.6241 0.4839
H -1.7356 -0.2603 -0.1613
O -2.2617 1.4503 -0.4576
H -2.6821 1.7985 0.3381
H -1.3220 1.7366 -0.4192
*
```



(7)
Density functional theory data (ωB97M-V with the def2-TZVPD basis set) for 11 unconnected molecules or ions with the total composition C7H33NO10.

maximum force	1.48	eV Å⁻¹
orbital gap	8.31	eV
highest occupied orbital energy	-0.3066	Eh

The geometry in ORCA input format:
```
! wB97M-V def2-TZVPD RIJCOSX def2/J DEFGRID3
* xyz 0 1
C -1.8657 1.4254 3.0769
C -0.7140 1.2548 2.4392
C -0.5279 0.4403 1.2094
N -0.8605 -0.9602 1.2687
C -0.1383 0.9959 0.0645
C 0.2289 2.4425 -0.0435
C 0.1577 0.1347 -1.1608
C -0.9784 0.1323 -2.1725
H -2.7909 0.8875 2.8747
H -1.9283 2.1347 3.8851
H 0.1193 1.9291 2.5910
H -0.0181 -1.5257 1.3208
H -1.3490 -1.1661 2.1311
H 1.2199 2.6375 0.3858
H -0.5277 3.1187 0.3440
H 0.3511 2.7794 -1.0771
H 0.2769 -0.8618 -0.7471
H 1.1314 0.4880 -1.5086
H -0.6720 -0.3459 -3.1112
H -1.7982 -0.4701 -1.7836
H -1.2597 1.1314 -2.5012
O 3.9935 -1.4534 0.3369
H 4.6534 -1.8103 -0.2668
H 3.1684 -1.9474 0.1367
O 0.5673 -3.4648 -2.7940
H 0.5551 -2.6555 -3.3131
H -0.3059 -3.5343 -2.3562
O -1.6614 -3.2326 -1.1464
H -2.5064 -2.9381 -1.4959
H -1.2901 -2.5128 -0.6139
O 1.8773 -3.3284 2.5228
H 1.8800 -2.9618 3.4118
H 1.3721 -4.1462 2.5740
O 1.5656 -2.6902 -0.4213
H 1.6741 -3.2187 -1.2383
H 1.4396 -3.2759 0.3328
O -3.0542 3.4391 -0.2747
H -2.5162 3.9052 0.3711
H -3.4088 2.6579 0.1826
O 3.7972 1.7715 -0.6304
H 4.4549 1.6899 -1.3276
H 3.7601 0.9252 -0.1695
O 2.2671 0.2313 2.5146
H 2.7704 -0.3633 3.0801
H 2.5712 0.0779 1.6105
O -1.7368 3.8904 -2.6275
H -2.2563 3.7460 -1.8186
H -1.7682 3.0817 -3.1510
O -3.6469 0.5837 -0.1329
H -2.7912 0.4663 0.3007
H -3.4815 0.4651 -1.0821
*
```



(8)
Density functional theory data (ωB97M-V with the def2-TZVPD basis set) for a molecular structure, C15H24AlO10P2S3.

maximum force	0.33	eV Å⁻¹
orbital gap	8.39	eV
highest occupied orbital energy	-0.3946	Eh

The geometry in ORCA input format:
```
! wB97M-V def2-TZVPD RIJCOSX def2/J DEFGRID3
* xyz 1 1
Al 0.1094 0.6266 -0.4286
C -0.5242 0.6390 2.8230
C 0.0335 2.0531 2.7407
S -0.0206 2.7129 1.0518
C 1.6286 3.4169 0.8417
C 2.7805 2.4344 0.9928
S 2.5945 0.9857 -0.0799
C 2.9395 -0.3841 1.0497
C 1.9648 -0.5560 2.2105
S 0.2146 -0.5949 1.7209
H -0.4525 0.2740 3.8481
H -1.5793 0.6230 2.5450
H -0.5602 2.7106 3.3754
H 1.0600 2.1004 3.0992
H 1.6044 3.8360 -0.1654
H 1.7496 4.2483 1.5360
H 3.7134 2.9314 0.7280
H 2.8802 2.0876 2.0197
H 2.9176 -1.2631 0.4130
H 3.9549 -0.2643 1.4287
H 2.1859 -1.5018 2.7040
H 2.0847 0.2324 2.9518
C -2.3603 -0.0655 -3.3744
C -2.4340 1.3172 -2.7352
O -3.3710 2.1782 -3.3826
P -0.8679 2.2102 -2.8822
O -0.3140 1.9103 -4.3204
O -1.1872 3.7362 -2.7646
O 0.1601 1.8404 -1.8388
P -2.9193 1.1308 -0.9548
O -2.9491 2.6334 -0.3922
O -4.2220 0.4657 -0.9033
O -1.6851 0.5155 -0.2786
H -2.1597 0.0186 -4.4410
H -3.3150 -0.5681 -3.2171
H -1.5839 -0.6724 -2.9076
H -4.2460 1.7692 -3.3128
H 0.6474 1.8988 -4.4198
H -2.0960 3.9490 -3.0379
H -3.8538 2.9671 -0.3326
O 1.0766 -4.9002 -1.0941
C 0.8412 -4.3089 -2.2731
C 0.7461 -5.1320 -3.3985
C 0.5102 -4.5852 -4.6388
C 0.3616 -3.2048 -4.8011
C 0.4459 -2.3915 -3.6968
C 0.6819 -2.9191 -2.4201
C 0.7676 -2.0393 -1.2472
O 1.0527 -2.4738 -0.1236
O 0.4962 -0.7745 -1.4541
H 1.1287 -4.1963 -0.4177
H 0.8639 -6.1975 -3.2618
H 0.4413 -5.2368 -5.4994
H 0.1846 -2.7851 -5.7802
H 0.3400 -1.3201 -3.8000
*
```